1.
Molecular formula: C15H58N18O14
Method: DFT, the ωB97M-V functional and the def2-TZVPD basis

Geometry (Å):
C 1.68 5.82 -0.22
C 0.69 4.74 -0.36
O 1.17 3.62 0.34
H 1.53 6.52 -1.04
H 2.71 5.51 -0.44
H 1.65 6.14 0.83
H 0.59 4.47 -1.43
H -0.30 5.05 0.06
H 0.51 3.36 0.89
C -3.23 0.38 1.33
O -3.60 1.21 2.43
N -3.11 0.74 0.10
N -2.87 -0.89 1.53
H -3.14 1.76 0.02
H -2.83 0.03 -0.54
H -2.54 -1.56 0.85
H -2.94 -1.20 2.60
C -0.28 -2.19 -3.59
O 0.62 -2.07 -2.58
N -1.14 -3.11 -3.82
N -0.41 -1.10 -4.27
H -1.20 -3.89 -3.24
H -1.56 -3.24 -4.73
H 0.30 -0.32 -4.22
H -0.96 -1.11 -5.16
C 1.67 1.17 -3.23
O 0.84 1.12 -4.36
N 2.05 0.12 -2.55
N 2.06 2.29 -2.70
H 1.69 -0.86 -2.74
H 2.57 0.28 -1.70
H 1.75 3.03 -3.29
H 2.82 2.48 -1.96
C 0.22 2.43 3.57
O 0.37 3.68 4.18
N 0.90 1.39 3.85
N -0.52 2.22 2.46
H 1.48 1.52 4.70
H 1.24 0.62 3.18
H -1.22 2.95 2.12
H -0.53 1.28 2.09
C -3.03 -3.60 -0.46
O -3.11 -4.40 0.66
N -3.89 -3.60 -1.43
N -2.13 -2.66 -0.57
H -4.55 -4.29 -1.53
H -3.79 -2.91 -2.20
H -1.34 -2.83 -0.01
H -2.14 -1.97 -1.37
C -3.43 -0.78 -2.85
O -4.45 0.10 -2.97
N -2.33 -0.66 -2.22
N -3.47 -1.95 -3.40
H -2.41 0.32 -2.17
H -1.52 -0.96 -2.81
H -4.33 -2.15 -3.96
H -2.57 -2.51 -3.48
C 4.13 1.65 -0.55
O 3.42 0.52 -0.03
N 3.77 2.94 -0.52
N 5.25 1.56 -1.26
H 2.89 3.20 -0.16
H 4.48 3.76 -0.69
H 5.57 0.57 -1.41
H 5.71 2.20 -1.96
C 2.62 -1.09 3.22
O 3.98 -1.33 3.44
N 2.11 -0.41 2.29
N 1.77 -1.38 4.16
H 2.79 -0.20 1.54
H 1.15 -0.76 1.92
H 2.22 -1.73 4.96
H 0.76 -1.57 4.12
C -1.68 -1.09 4.40
O -0.69 -2.01 4.87
N -1.44 0.13 4.12
N -2.95 -1.32 4.19
H -2.00 0.77 3.54
H -0.42 0.56 4.10
H -3.22 -2.32 4.45
H -3.74 -0.72 4.52
C 0.39 -0.03 -0.16
O -0.33 -0.10 1.06
H -0.22 0.14 -0.99
H 0.86 -0.97 -0.30
H 1.07 0.69 -0.18
H -1.26 -0.43 0.94
C -1.30 2.74 -2.18
O -2.51 2.02 -2.48
H -1.60 3.56 -1.58
H -0.82 3.06 -3.09
H -0.60 2.13 -1.56
H -3.19 2.66 -2.36
C 3.82 -2.71 0.25
O 2.52 -2.81 -0.19
H 4.46 -3.45 -0.14
H 4.00 -2.84 1.32
H 4.18 -1.71 0.00
H 2.51 -2.77 -1.17
C -0.03 -3.45 2.20
O 0.22 -3.60 0.79
H 0.73 -3.90 2.78
H -0.96 -3.71 2.54
H 0.18 -2.42 2.40
H 1.15 -3.54 0.68

Output
total charge = 0
energy relative to the best compared isomer or geometry (same formula, charge and spin) = 104.85 kcal/mol
HOMO-LUMO gap = 0.29371 Ha
2S+1 = 1

Atomic partial charges in e from the Mulliken method, atoms 1 to 99:
1. C -1.390
2. C 0.265
3. O -0.381
4. H 0.416
5. H 0.185
6. H 0.349
7. H -0.016
8. H 0.377
9. H 0.032
10. C 0.122
11. O -0.761
12. N 0.195
13. N 0.030
14. H 0.200
15. H 0.085
16. H -0.026
17. H 0.207
18. C -0.496
19. O -0.547
20. N -0.275
21. N -0.362
22. H 0.267
23. H 0.340
24. H 0.078
25. H 0.240
26. C 0.507
27. O -0.891
28. N 0.042
29. N -0.077
30. H 0.324
31. H -0.359
32. H 0.291
33. H 0.372
34. C 0.303
35. O -0.813
36. N -0.162
37. N 0.306
38. H 0.198
39. H 0.653
40. H 0.316
41. H -0.047
42. C 0.366
43. O -0.770
44. N -0.221
45. N 0.099
46. H 0.173
47. H 0.229
48. H -0.128
49. H 0.392
50. C -0.149
51. O -0.739
52. N 0.157
53. N -0.249
54. H 0.832
55. H -0.240
56. H 0.303
57. H 0.298
58. C -0.078
59. O -0.697
60. N -0.226
61. N -0.378
62. H 0.226
63. H 0.250
64. H 0.279
65. H 0.237
66. C 0.242
67. O -0.796
68. N 0.697
69. N 0.102
70. H -0.012
71. H -1.263
72. H 0.255
73. H -0.040
74. C 0.349
75. O -0.795
76. N -0.187
77. N -0.466
78. H 0.279
79. H 0.133
80. H 0.312
81. H 0.309
82. C 0.307
83. O 1.777
84. H -1.020
85. H 0.198
86. H 1.191
87. H -1.242
88. C -0.869
89. O -0.592
90. H 0.710
91. H 0.216
92. H 0.147
93. H 0.338
94. C -0.458
95. O -0.439
96. H 0.377
97. H 0.308
98. H -0.083
99. H 0.161



2.
Molecular formula: C2H2NP
Method: DFT, the ωB97M-V functional and the def2-TZVPD basis

Geometry (Å):
C -2.89 1.42 0.11
C 2.85 0.79 0.38
N -2.15 0.64 -0.26
P 1.79 -0.18 -0.18
H 3.71 1.30 0.61
H -1.30 0.19 -0.35

Output
total charge = 0
energy relative to the best compared isomer or geometry (same formula, charge and spin) = 32.69 kcal/mol
HOMO-LUMO gap = 0.38963 Ha
2S+1 = 1

Now the natural (NBO) charges, all in e:
1. C 0.288
2. C -0.690
3. N -0.723
4. P 0.489
5. H 0.204
6. H 0.432



3.
Molecular formula: C2H5O2P
Method: DFT, the ωB97M-V functional and the def2-TZVPD basis

Geometry (Å):
C 2.68 0.39 -0.13
C -2.47 -0.68 -0.30
O -0.84 1.51 -0.02
O 3.35 -0.47 0.37
P -1.16 0.17 0.32
H 2.02 1.00 0.43
H 2.65 0.59 -1.17
H -2.68 -1.59 0.30
H -2.99 -0.55 -1.34
H -0.55 -0.36 1.55

Output
total charge = 0
energy relative to the best compared isomer or geometry (same formula, charge and spin) = 56.90 kcal/mol
HOMO-LUMO gap = 0.34517 Ha
2S+1 = 1

Now the natural (NBO) charges, all in e:
1. C 0.282
2. C -1.039
3. O -1.038
4. O -0.490
5. P 1.590
6. H 0.105
7. H 0.103
8. H 0.244
9. H 0.278
10. H -0.036